37
Properties=species:S:1:pos:R:3:forces:R:3:nbo_charge:R:1 method="wB97M-V/def2-TZVPD" lumo_ev=-2.874 total_charge=+1 gap_ev=11.427 e_tot_ha=-917.583097 homo_ev=-14.30 e_above_lowest_ev=2.323
O 1.659 -1.744 2.932 -0.464 0.100 -0.557 -0.96
H 1.800 1.122 1.982 0.325 0.253 -0.337 0.49
H -2.415 1.774 -1.483 0.063 -0.280 0.201 0.47
O 0.797 -3.754 0.480 -0.681 -0.214 -2.166 -0.98
H 0.446 -3.432 1.293 1.520 0.044 1.392 0.48
H 0.436 -1.987 -0.280 1.061 -1.574 -0.028 0.51
O 1.100 0.534 -2.135 -2.494 0.720 2.718 -0.86
H -0.999 -3.248 0.995 -1.797 0.183 -0.620 0.46
O 2.227 2.717 -2.110 1.571 0.055 -0.327 -0.94
H 1.630 1.201 -1.473 -1.081 -0.535 -2.404 0.59
H 3.041 2.535 -2.656 -1.102 0.381 0.887 0.49
O 0.140 2.432 -0.290 0.341 -0.291 1.155 -0.99
H -0.740 2.646 0.006 -0.805 0.371 -0.507 0.47
H 0.508 2.240 0.615 0.303 0.060 -1.007 0.48
O 1.209 1.888 2.034 0.007 -1.100 1.189 -0.94
H 2.699 2.084 0.922 1.053 -1.010 -0.515 0.50
H 0.499 1.370 2.415 -1.132 0.462 0.543 0.50
O 0.098 -1.110 -0.311 -2.099 1.738 -0.403 -0.97
H 0.241 1.043 -2.434 2.180 -0.342 0.511 0.57
H 1.590 -2.658 3.228 0.321 0.220 0.332 0.48
O -1.922 1.892 -2.304 -0.877 1.682 -0.126 -0.97
H -2.246 2.813 -2.542 0.832 -1.610 -0.067 0.50
H 1.711 -4.035 0.398 0.018 0.152 0.998 0.52
O -1.878 -2.821 0.929 0.548 0.014 0.255 -0.94
H 0.607 -0.043 -1.379 0.853 -0.525 -0.828 0.55
H -2.169 -2.908 0.012 0.152 -0.297 0.013 0.49
O -2.498 -1.304 -2.038 -0.898 0.641 0.387 -0.96
H -3.476 -1.410 -2.036 0.877 -0.082 -0.075 0.49
H -2.409 -0.331 -2.001 0.038 -0.591 -0.274 0.48
O 3.070 1.341 0.387 -0.478 0.881 -0.558 -0.98
H 2.547 3.116 -1.285 -0.031 0.064 -0.507 0.49
H 2.408 -1.336 3.363 0.234 -0.305 0.373 0.48
O -3.976 0.170 1.060 0.113 -0.191 -0.226 -0.95
H -0.887 -1.286 -0.321 1.226 0.527 0.088 0.52
H -4.154 -0.763 1.212 0.130 -0.255 -0.205 0.48
H 3.544 0.705 0.922 0.301 0.175 0.337 0.49
H -4.236 0.547 1.896 -0.127 0.479 0.358 0.47